1.
The following is a DFT calculation (ωB97M-V/def2-TZVPD) of a molecular structure, C31H43CeGeN7.

```
83
Properties=species:S:1:pos:R:3:lowdin_charge:R:1
Ce 5.880 9.875 18.907 1.1256
C 3.211 13.233 20.708 -0.0165
N 2.394 12.380 19.862 -0.1034
C 1.359 12.931 19.091 -0.1289
C 1.027 11.798 18.115 -0.1085
N 2.010 10.775 18.403 -0.0846
C 2.176 9.712 17.461 -0.0142
C 2.865 11.182 19.397 -0.2837
N 3.922 10.531 19.858 -0.1176
C 4.262 10.475 21.311 -0.2208
C 4.509 9.052 21.772 -0.1644
N 5.274 8.326 20.688 -0.1101
C 5.361 7.018 20.861 -0.3740
N 6.046 6.368 21.821 -0.0599
C 7.015 6.951 22.768 -0.0043
C 5.907 4.881 21.633 -0.0636
C 5.290 4.770 20.218 -0.0811
N 4.846 6.149 19.937 -0.0796
C 4.120 6.491 18.777 -0.0206
H 2.802 14.264 20.791 0.1127
H 4.231 13.389 20.179 0.0861
H 3.328 12.807 21.756 0.1020
H 1.776 13.818 18.461 0.1588
H 0.520 13.327 19.683 0.1400
H 1.068 12.124 17.027 0.1454
H -0.022 11.445 18.219 0.1422
H 1.807 10.129 16.506 0.1013
H 1.437 8.891 17.727 0.1266
H 3.229 9.454 17.421 0.0336
H 3.396 10.876 21.888 0.1337
H 5.104 11.097 21.599 0.1114
H 3.530 8.514 21.899 0.1483
H 5.024 9.072 22.718 0.1072
H 6.964 8.013 22.622 0.0607
H 8.027 6.564 22.461 0.1121
H 6.801 6.772 23.837 0.1088
H 5.214 4.519 22.414 0.1327
H 6.849 4.302 21.731 0.1364
H 4.358 4.150 20.274 0.1436
H 5.941 4.409 19.388 0.1384
H 4.258 5.738 17.999 0.1207
H 4.461 7.430 18.350 0.0243
H 3.115 6.697 19.049 0.0942
N 8.075 8.311 19.186 0.0334
H 8.888 8.901 19.327 0.0534
H 8.203 7.859 18.267 0.0748
H 8.125 7.579 19.919 0.0668
C 5.713 8.962 16.749 -0.3157
Ge 6.886 10.068 15.644 0.8877
C 8.469 9.354 14.731 -0.2921
C 9.529 10.256 14.630 -0.1475
C 10.814 9.817 14.351 -0.0748
C 11.061 8.463 14.123 -0.0748
C 9.992 7.582 14.081 -0.0805
C 8.673 8.032 14.282 -0.0809
C 7.051 11.460 16.992 -0.3761
C 6.056 12.429 17.095 -0.0972
C 5.968 13.287 18.207 -0.0257
C 6.897 13.110 19.319 -0.0530
C 7.941 12.203 19.171 -0.1001
C 8.024 11.435 17.999 -0.1943
C 5.975 10.662 14.003 -0.2604
C 4.551 10.634 13.815 -0.1041
C 3.973 10.983 12.602 -0.0739
C 4.777 11.535 11.585 -0.0719
C 6.124 11.642 11.771 -0.0717
C 6.743 11.212 12.971 -0.0871
H 5.736 7.962 16.255 -0.0125
H 9.441 11.339 14.852 0.1168
H 11.628 10.471 14.321 0.0906
H 12.076 8.147 13.909 0.1113
H 10.167 6.497 13.886 0.1214
H 7.888 7.321 14.112 0.0975
H 5.308 12.567 16.315 0.1275
H 5.068 13.966 18.322 0.1317
H 6.668 13.679 20.248 0.1303
H 8.655 12.013 19.994 0.1370
H 8.974 10.879 17.833 0.1384
H 4.048 10.243 14.687 0.0675
H 2.948 10.716 12.402 0.1009
H 4.323 11.896 10.675 0.1100
H 6.748 12.123 11.082 0.0922
H 7.839 11.175 12.928 0.0943
```

Values from the calculation:
DFT total energy ... -112702.88392 eV
Lowest unoccupied orbital energy (spin up / spin down) ... -0.228 / -0.226 Ha
HOMO energy (spin up / spin down) ... -0.459 / -0.457 hartree
Energy above the lowest of the compared OMol25 structures with the same formula, charge and spin ... 0.0 kcal per mole
Charge ... +2

***

2.
The following is a DFT calculation (ωB97M-V/def2-TZVPD) of a gas-phase ion, C10H17N4O (charge +1).

```
32
Properties=species:S:1:pos:R:3:mulliken_spin:R:1
C -1.626 -0.995 -0.511 0.0683
C -2.003 0.517 1.407 0.4522
C -2.951 -0.973 -0.864 0.5742
C -3.273 0.777 0.887 0.1446
C -1.130 -0.293 0.621 0.0991
C -3.812 -0.064 -0.141 0.2226
C 1.680 -1.150 -0.778 0.0215
C 1.100 -1.415 0.583 0.0390
C 2.798 -0.052 -0.706 0.0033
C 2.275 1.348 -0.164 0.0067
N 0.219 -0.327 0.980 0.0981
N -5.039 0.174 -0.560 0.2251
N 1.580 2.276 -0.876 0.0074
N 3.827 -0.329 0.261 0.0018
O 2.651 1.742 1.019 0.0048
H -0.845 -1.569 -1.000 -0.0070
H -1.529 1.219 2.118 0.0490
H -3.430 -1.776 -1.499 0.0325
H -3.890 1.451 1.365 0.0053
H 2.233 -2.035 -1.033 -0.0070
H 0.938 -0.602 -1.381 -0.0027
H 0.643 -2.359 0.576 -0.0292
H 1.995 -1.529 1.330 0.0036
H 3.121 0.058 -1.643 -0.0022
H -5.383 -0.285 -1.313 -0.0081
H -5.533 0.951 -0.235 -0.0093
H 1.352 3.118 -0.267 0.0008
H 1.386 2.172 -1.841 0.0005
H 4.678 0.197 0.070 0.0002
H 4.121 -1.258 0.320 0.0001
H 0.437 -0.038 1.933 0.0039
H 3.408 1.048 1.342 0.0008
```

Values from the calculation:
DFT total energy ... -18643.35986 eV
Lowest unoccupied orbital energy (spin up / spin down) ... -0.124 / -0.142 Ha
Multiplicity ... 3
HOMO energy (spin up / spin down) ... -0.242 / -0.409 hartree
Energy above the lowest of the compared OMol25 structures with the same formula, charge and spin ... 0.0 kcal per mole
Charge ... +1

***

3.
The following is a DFT calculation (ωB97M-V/def2-TZVPD) of a single C4H10O2 molecule.

```
16
Properties=species:S:1:pos:R:3:lowdin_charge:R:1
C 1.805 -1.038 0.544 -0.0778
O 1.103 -0.211 -0.442 -0.1588
C -0.161 0.193 0.048 -0.4330
C -1.100 -0.978 0.320 -0.0530
C -0.765 1.183 -0.940 -0.2180
O -0.116 2.447 -1.131 -0.0599
H 2.846 -1.134 0.121 0.1017
H 1.314 -2.043 0.715 0.0922
H 1.889 -0.489 1.467 0.0736
H -0.040 0.800 0.945 0.1394
H -2.096 -0.562 0.606 0.0889
H -0.775 -1.603 1.181 0.0775
H -1.261 -1.606 -0.576 0.0977
H -1.806 1.334 -0.651 0.1164
H -0.764 0.810 -1.943 0.1215
H -0.074 2.896 -0.265 0.0917
```

Values from the calculation:
DFT total energy ... -8404.10439 eV
Lowest unoccupied orbital energy ... 0.036 Ha
SMILES string ... CO[C@H](C)CO
HOMO energy ... -0.368 hartree
Energy above the lowest of the compared OMol25 structures with the same formula, charge and spin ... 33.3 kcal per mole
Charge ... 0

***

4.
The following is a DFT calculation (ωB97M-V/def2-TZVPD) of a single C2H4N2O molecule.

```
9
Properties=species:S:1:pos:R:3:lowdin_charge:R:1
C 1.259 1.108 0.304 -0.0797
N 0.244 0.910 -0.385 0.0548
C -0.927 -0.054 0.035 -0.5718
N -0.744 -1.290 -0.449 0.1615
O -1.830 0.341 0.707 0.0750
H 1.981 1.813 -0.094 0.0643
H 1.498 0.645 1.263 0.0791
H -0.005 -1.504 -1.092 0.1010
H -1.476 -1.970 -0.290 0.1158
```

Values from the calculation:
DFT total energy ... -7166.02809 eV
Lowest unoccupied orbital energy ... 0.033 Ha
SMILES string ... C=NC(N)=O
HOMO energy ... -0.349 hartree
Energy above the lowest of the compared OMol25 structures with the same formula, charge and spin ... 10.4 kcal per mole
Charge ... 0

***

energy above the lowest of the compared OMol25 structures with the same formula, charge and spin of number 3 (C4H10O2)? 33.3 kcal per mole